(1)
{"formula": "C26H34BGe2MnN2O4S", "method": "wB97M-V/def2-TZVPD", "s2": 6.21, "multiplicity": 5, "homo_ev": [-3.018, -2.490], "relative_energy_kj_mol": 0.00, "total_charge": -2, "species": ["Ge", "Ge", "Mn", "S", "O", "O", "O", "O", "N", "N", "C", "C", "C", "C", "C", "C", "C", "C", "C", "C", "C", "C", "C", "C", "C", "C", "C", "C", "C", "C", "C", "C", "C", "C", "C", "C", "B", "H", "H", "H", "H", "H", "H", "H", "H", "H", "H", "H", "H", "H", "H", "H", "H", "H", "H", "H", "H", "H", "H", "H", "H", "H", "H", "H", "H", "H", "H", "H", "H", "H", "H"], "coordinates": [[1.15, 0.32, -0.77], [3.15, -0.81, 0.10], [-0.42, 0.84, 0.98], [-3.27, 1.11, 2.66], [0.33, -0.69, 2.21], [-3.80, 2.11, 1.75], [0.24, -1.36, 4.35], [-3.71, 1.17, 4.04], [0.73, 2.45, 1.48], [-1.71, 1.03, 2.53], [-0.17, -2.41, -4.52], [4.57, -1.31, -1.19], [-3.20, -1.61, 2.12], [-5.01, -2.82, 1.07], [1.32, 4.12, -2.69], [4.02, 0.33, 1.44], [3.57, 3.30, -2.73], [1.44, 3.29, 1.85], [-0.05, -0.59, 3.44], [3.16, 2.14, -2.07], [0.45, -2.98, -3.42], [-0.93, 0.63, 3.74], [0.86, -2.19, -2.35], [0.03, -0.25, -3.46], [-5.19, -0.44, 1.46], [-3.74, -2.79, 1.65], [-3.93, -0.43, 2.04], [0.66, -0.80, -2.35], [-0.38, -1.03, -4.54], [2.65, 4.29, -3.05], [-5.73, -1.63, 0.99], [1.83, 1.94, -1.71], [-5.58, -4.11, 0.53], [-1.84, 0.32, -0.46], [2.77, -2.51, 1.02], [0.92, 2.96, -2.02], [2.41, 4.43, 2.35], [0.62, -4.05, -3.39], [4.62, 3.43, -2.99], [4.18, -1.97, -1.97], [-6.61, -3.99, 0.21], [-1.67, 0.69, -1.47], [-6.71, -1.64, 0.53], [1.97, -2.35, 1.74], [5.33, -1.84, -0.62], [-1.55, 0.44, 4.61], [-0.49, -3.02, -5.35], [-5.55, -4.91, 1.28], [4.90, -0.17, 1.84], [-2.20, -1.61, 2.54], [3.32, 0.52, 2.26], [-1.88, -0.77, -0.52], [3.68, -2.83, 1.54], [0.59, 4.89, -2.92], [-0.87, -0.57, -5.39], [1.34, -2.66, -1.50], [-5.00, -4.46, -0.34], [3.15, 4.72, 1.42], [3.05, 3.98, 3.29], [-0.12, 2.86, -1.72], [-2.80, 0.70, -0.11], [1.74, 5.39, 2.69], [-0.14, 0.82, -3.50], [2.97, 5.19, -3.56], [5.03, -0.44, -1.67], [-5.74, 0.49, 1.38], [-0.24, 1.44, 3.99], [-3.16, -3.71, 1.71], [3.90, 1.39, -1.83], [2.48, -3.30, 0.32], [4.31, 1.30, 1.03]]}

=====

(2)
{"formula": "C26H34Br57F9O2SSi2", "method": "wB97M-V/def2-TZVPD", "multiplicity": 1, "homo_ev": -9.596, "species": ["Br", "Br", "Br", "Br", "Br", "Br", "Br", "Br", "Br", "Br", "Br", "Br", "Br", "Br", "Br", "Br", "Br", "Br", "Br", "Br", "Br", "Br", "Br", "Br", "Br", "Br", "Br", "Br", "Br", "Br", "Br", "Br", "Br", "Br", "Br", "Br", "Br", "Br", "Br", "Br", "Br", "Br", "Br", "Br", "Br", "Br", "Br", "Br", "Br", "Br", "Br", "Br", "Br", "Br", "Br", "Br", "Br", "S", "Si", "Si", "F", "F", "F", "F", "F", "F", "F", "F", "F", "O", "O", "C", "C", "C", "C", "C", "C", "C", "C", "C", "C", "C", "C", "C", "C", "C", "C", "C", "C", "C", "C", "C", "C", "C", "C", "C", "C", "H", "H", "H", "H", "H", "H", "H", "H", "H", "H", "H", "H", "H", "H", "H", "H", "H", "H", "H", "H", "H", "H", "H", "H", "H", "H", "H", "H", "H", "H", "H", "H", "H", "H"], "coordinates": [[8.33, -3.99, -5.13], [5.18, 10.96, -0.92], [-0.47, -4.71, -9.54], [0.90, -0.10, 1.30], [3.10, -8.83, 11.80], [8.69, 5.68, 5.26], [5.27, 6.51, 2.49], [4.23, -10.48, 9.27], [-5.08, -1.40, 7.48], [-1.19, -1.60, 3.83], [0.71, -0.36, 6.12], [-2.62, -0.93, 9.51], [5.20, -3.21, -4.97], [0.24, 6.98, 6.18], [2.26, 7.58, -0.54], [-9.26, 3.94, -6.27], [0.56, 5.28, 0.94], [5.49, -7.34, -2.97], [6.65, -4.55, -1.85], [-9.60, -1.47, -4.06], [1.01, -2.21, -10.94], [-0.03, -12.77, 11.65], [-0.96, -0.80, -7.73], [6.33, -4.86, -7.50], [4.09, 0.36, 1.47], [2.88, 8.44, 3.47], [-8.28, -0.67, -6.89], [2.66, -14.23, 10.65], [-0.61, 6.70, -1.71], [3.27, 5.54, 4.81], [-16.82, 3.06, -7.81], [-2.27, 5.56, 4.73], [-2.26, -4.39, 1.61], [-14.92, 4.29, -5.51], [2.92, -2.43, 0.35], [2.66, -12.61, 13.43], [5.42, 8.77, -3.27], [2.12, -6.54, 8.57], [-4.59, -5.26, 3.66], [8.09, 8.57, 3.97], [-2.38, -3.12, 7.16], [1.72, -2.87, 4.37], [0.54, 1.73, -6.42], [1.03, -3.61, 7.80], [-7.68, -3.56, -5.60], [-1.44, 2.16, -8.92], [-0.79, 8.07, 3.33], [3.47, -5.01, -2.03], [6.77, 7.77, 6.80], [-11.59, 3.07, -4.22], [-1.05, -5.99, 8.45], [2.04, -3.30, -8.09], [-1.50, -5.70, 4.45], [-8.50, 2.63, -3.43], [6.23, -9.61, 11.64], [-13.91, 1.79, -7.26], [2.72, 10.49, -2.94], [-4.19, -0.22, -3.35], [-0.05, 3.27, -2.99], [2.75, 2.83, -3.35], [-4.76, 2.21, -2.31], [-3.42, 1.98, 0.18], [-5.52, 0.34, -1.04], [-4.21, -1.22, -4.75], [-5.31, -1.33, -2.60], [-2.91, -1.18, -2.76], [-3.17, 0.86, -4.20], [-2.91, -0.33, 0.04], [-5.56, 0.62, -4.01], [1.51, 3.14, -2.10], [3.66, 0.42, -2.40], [-1.06, 1.10, -7.34], [-4.34, 0.84, -1.84], [-2.79, -5.63, 3.00], [-3.07, 0.90, -0.82], [4.22, 1.75, -2.71], [-15.44, 2.69, -6.48], [5.21, -5.84, -1.76], [-8.07, -1.68, -5.25], [5.42, -1.25, -1.43], [1.21, -3.76, -9.79], [1.92, -12.73, 11.64], [-1.57, 3.02, -1.78], [0.48, 6.92, -0.11], [4.60, -0.67, -2.73], [4.63, -9.15, 10.63], [-0.59, 6.51, 4.48], [4.65, 10.47, -2.72], [8.30, 7.56, 5.61], [3.46, 6.60, 3.20], [0.19, -1.97, 5.15], [-1.65, 1.41, -1.48], [6.73, -3.53, -6.14], [-9.80, 2.69, -4.87], [2.64, -0.94, 1.56], [0.71, -5.23, 8.82], [-3.15, -1.42, 7.70], [-9.82, 1.70, -5.33], [6.94, -2.59, -6.66], [0.00, 7.67, 0.51], [-1.32, 0.82, -2.44], [-2.75, -0.66, 7.03], [0.71, -4.95, 9.88], [3.33, 4.05, -3.89], [0.10, 5.83, 3.97], [2.80, 6.16, 2.44], [4.73, 2.28, -1.78], [5.05, 1.74, -3.55], [9.17, 7.97, 6.14], [-0.09, 4.53, -3.71], [-1.89, 1.24, -6.64], [-1.26, 3.57, -0.79], [6.48, -1.67, -1.80], [5.05, 11.24, -3.39], [2.21, -11.82, 11.10], [-0.82, 1.19, -0.66], [3.93, -1.58, -3.12], [-0.25, -2.66, 5.88], [4.84, -8.21, 10.11], [1.90, -4.45, -10.30], [2.13, 2.12, -4.48], [-15.88, 2.00, -5.75], [-2.82, -6.63, 2.55], [-2.55, 3.50, -2.21], [4.83, -2.20, -1.05], [2.64, -1.35, 2.58], [5.21, -6.25, -0.74], [-7.20, -1.27, -4.72], [-0.07, 2.08, -3.88], [5.54, -0.45, -0.56], [5.35, -0.43, -3.60]]}

=====

(3)
{"formula": "C26H34BrHgN3O5Si", "method": "wB97M-V/def2-TZVPD", "s2": 0.76, "multiplicity": 2, "homo_ev": [-4.464, -5.562], "relative_energy_kj_mol": 0.00, "total_charge": -1, "species": ["Hg", "Br", "Si", "O", "O", "O", "O", "O", "N", "N", "N", "C", "C", "C", "C", "C", "C", "C", "C", "C", "C", "C", "C", "C", "C", "C", "C", "C", "C", "C", "C", "C", "C", "C", "C", "C", "C", "H", "H", "H", "H", "H", "H", "H", "H", "H", "H", "H", "H", "H", "H", "H", "H", "H", "H", "H", "H", "H", "H", "H", "H", "H", "H", "H", "H", "H", "H", "H", "H", "H", "H"], "coordinates": [[9.94, 10.99, 8.51], [13.60, 8.69, 7.62], [7.11, 9.84, 7.51], [10.21, 14.88, 8.89], [11.61, 13.49, 9.96], [11.15, 7.83, 13.93], [11.08, 14.35, 12.30], [13.26, 8.26, 13.26], [10.43, 10.05, 12.35], [14.15, 11.34, 8.31], [11.71, 9.79, 12.80], [9.47, 18.60, 11.00], [7.15, 13.67, 13.19], [5.29, 9.77, 6.97], [7.82, 14.32, 10.57], [10.36, 16.40, 11.38], [13.72, 7.05, 13.90], [12.73, 12.52, 6.27], [10.62, 19.17, 11.51], [11.43, 16.95, 12.00], [8.41, 14.07, 12.88], [7.20, 9.03, 9.17], [9.35, 17.22, 10.88], [13.46, 13.32, 7.12], [13.29, 14.81, 7.03], [7.85, 11.55, 7.61], [10.75, 14.37, 9.86], [6.17, 13.58, 12.19], [6.49, 13.89, 10.88], [8.78, 14.36, 11.57], [10.21, 14.87, 11.31], [13.53, 10.59, 7.39], [8.06, 8.79, 6.29], [14.14, 12.65, 8.14], [11.94, 8.56, 13.38], [12.82, 11.15, 6.34], [11.65, 18.34, 11.97], [10.37, 9.97, 11.36], [7.78, 9.01, 5.25], [10.74, 20.21, 11.51], [7.10, 7.96, 9.08], [11.71, 13.83, 11.75], [14.14, 15.46, 7.45], [14.64, 13.23, 8.91], [8.01, 12.17, 6.76], [4.86, 8.78, 7.04], [12.54, 18.80, 12.40], [5.73, 13.94, 10.06], [12.17, 16.27, 12.46], [12.41, 15.08, 7.62], [6.93, 13.44, 14.20], [7.60, 12.21, 8.40], [7.80, 7.77, 6.48], [8.18, 9.17, 9.64], [9.16, 8.86, 6.24], [5.14, 10.05, 5.93], [4.76, 10.43, 7.66], [8.55, 16.82, 10.31], [13.25, 6.27, 13.35], [14.77, 7.00, 13.78], [6.46, 9.35, 9.89], [12.35, 10.48, 5.66], [12.14, 12.95, 5.50], [13.40, 7.05, 14.96], [8.73, 19.25, 10.60], [8.03, 14.57, 9.52], [9.16, 14.04, 13.66], [5.11, 13.40, 12.48], [12.47, 10.21, 12.31], [10.17, 11.05, 12.51], [13.04, 15.11, 5.99]]}

=====

| no. | DFT total energy (eV) |
| --- | --- |
| 1 | -194550.4708 |
| 2 | -4075064.7358 |
| 3 | -124317.8329 |